The following is a DFT calculation (ωB97M-V/def2-TZVPD) of a single C20H23ClN2O2 molecule.

Properties
E_HOMO, eV: -9.045
Strongest force on any atom, eV/Å: 0.58
Frontier orbital gap, eV: 9.62
ΔE to the lowest compared entry with this formula, charge and spin, eV: 1.0641
SMILES: CC(=O)[C@H](Cc1ccccc1)NC(=O)CN(C)Cc1ccccc1Cl
E, eV: -40711.8004

XYZ file:
```
48
Properties=species:S:1:pos:R:3:forces:R:3:nbo_charge:R:1
C -2.8122 -1.4695 -2.3491 -0.299 -0.014 -0.261 -0.726
C -3.7460 -1.3119 -1.1842 0.479 -0.132 -0.023 0.611
O -4.9286 -1.1207 -1.3030 -0.207 0.039 0.018 -0.548
C -3.0951 -1.4533 0.1949 -0.330 -0.219 0.428 -0.164
N -1.6704 -1.2546 0.1804 -0.347 0.360 -0.049 -0.651
C -0.7693 -2.2329 0.3822 0.221 0.206 -0.083 0.682
O -1.0449 -3.4133 0.4351 0.038 -0.387 0.075 -0.631
C 0.6493 -1.6950 0.5869 -0.012 -0.075 -0.034 -0.319
N 0.8002 -0.3740 0.0082 0.094 -0.048 0.169 -0.449
C 1.0223 -0.4453 -1.4227 -0.050 0.052 -0.076 -0.422
H 0.9711 0.5577 -1.8431 0.000 -0.016 -0.087 0.212
H 1.9932 -0.8888 -1.6832 0.005 -0.007 -0.012 0.180
H 0.2397 -1.0560 -1.8696 -0.038 -0.024 -0.085 0.204
C 1.7467 0.4992 0.6916 -0.095 0.125 0.027 -0.234
C 3.1956 0.0887 0.5654 -0.048 0.112 -0.106 -0.103
C 3.7160 -0.9054 1.3882 0.070 0.039 -0.040 -0.136
C 5.0195 -1.3474 1.2564 0.007 -0.078 0.060 -0.228
C 5.8413 -0.7930 0.2905 -0.027 0.026 -0.016 -0.196
C 5.3562 0.2088 -0.5298 0.033 0.014 -0.049 -0.228
C 4.0466 0.6403 -0.3896 0.111 -0.176 0.192 -0.021
Cl 3.5091 1.9215 -1.4294 0.000 0.174 -0.157 -0.002
H 5.9880 0.6597 -1.2792 0.029 0.053 -0.065 0.229
H 6.8596 -1.1318 0.1781 0.094 -0.021 -0.012 0.220
H 5.3930 -2.1217 1.9088 0.036 -0.067 0.060 0.218
H 3.0864 -1.3352 2.1529 -0.089 -0.036 0.083 0.204
H 1.4662 0.5243 1.7481 0.039 0.042 -0.037 0.206
H 1.6095 1.5012 0.2774 0.015 -0.066 0.160 0.222
H 0.7840 -1.6358 1.6706 0.026 -0.021 -0.024 0.219
H 1.3681 -2.4323 0.2006 -0.115 0.012 0.060 0.207
H -1.3152 -0.3058 0.1686 0.126 -0.128 -0.004 0.440
H -3.2591 -2.5010 0.4901 -0.006 0.163 -0.080 0.263
C -3.7675 -0.5173 1.2219 0.018 -0.142 -0.184 -0.441
C -3.3401 0.9049 0.9898 -0.060 -0.060 0.154 0.060
C -4.0278 1.7174 0.0967 -0.028 0.028 -0.031 -0.247
C -3.5918 3.0054 -0.1592 0.003 0.069 -0.057 -0.200
C -2.4605 3.4974 0.4701 0.036 0.101 -0.030 -0.223
C -1.7713 2.6980 1.3655 0.086 0.052 0.013 -0.196
C -2.2100 1.4110 1.6238 -0.070 0.071 0.045 -0.266
H -1.6765 0.7957 2.3353 0.043 -0.085 0.069 0.211
H -0.8919 3.0771 1.8654 0.071 0.042 0.049 0.212
H -2.1206 4.5023 0.2678 0.025 0.082 -0.014 0.214
H -4.1375 3.6282 -0.8526 -0.049 0.053 -0.057 0.215
H -4.9077 1.3355 -0.3990 -0.095 -0.051 -0.036 0.230
H -4.8469 -0.6155 1.1030 0.049 -0.023 0.068 0.244
H -3.4884 -0.8349 2.2276 -0.017 -0.032 -0.027 0.218
H -2.1974 -2.3561 -2.2114 0.148 -0.055 0.009 0.240
H -2.1577 -0.6005 -2.3969 0.126 0.040 -0.005 0.236
H -3.3782 -1.5442 -3.2737 -0.046 0.009 -0.001 0.236
```
Forces are in eV/Å.

***

The following is a DFT calculation (ωB97M-V/def2-TZVPD) of a single C20H23ClN2O4S molecule.

Properties
E_HOMO, eV: -9.216
Strongest force on any atom, eV/Å: 0.94
Frontier orbital gap, eV: 9.48
ΔE to the lowest compared entry with this formula, charge and spin, eV: 0.2977
SMILES: O=C(CN(Cc1ccc(Cl)cc1)S(=O)(=O)c1ccccc1)NC[C@@H]1CCCO1
E, eV: -55641.2087

XYZ file:
```
51
Properties=species:S:1:pos:R:3:forces:R:3:nbo_charge:R:1
O 2.0661 1.8918 -2.3424 0.040 0.229 -0.281 -0.619
C 1.8405 1.4488 -1.2362 -0.224 0.357 0.375 0.673
N 2.1345 0.2031 -0.8315 0.271 -0.470 0.265 -0.663
H 1.9104 -0.0477 0.1255 0.044 0.097 -0.154 0.433
C 2.8730 -0.7374 -1.6375 0.439 -0.117 -0.196 -0.249
C 4.0922 -1.3311 -0.9045 -0.472 -0.227 -0.280 0.094
C 3.7310 -1.9403 0.4627 0.204 0.049 -0.161 -0.440
H 4.3188 -2.8427 0.6277 -0.077 -0.010 -0.002 0.219
C 4.1179 -0.8501 1.4735 0.093 0.116 -0.035 -0.452
H 3.2387 -0.4171 1.9473 0.077 -0.006 0.062 0.231
C 4.8669 0.1976 0.6289 0.088 0.258 0.346 -0.067
H 5.8471 0.4523 1.0387 -0.107 0.027 0.011 0.187
H 4.2816 1.1210 0.5313 0.087 -0.078 0.038 0.162
O 5.0926 -0.3726 -0.6460 0.048 0.025 -0.162 -0.521
H 4.7630 -1.2520 2.2527 -0.041 0.006 0.029 0.215
H 2.6762 -2.2021 0.5234 -0.071 -0.105 0.015 0.210
H 4.5422 -2.0688 -1.5788 -0.118 0.042 0.083 0.193
H 2.2225 -1.5659 -1.9461 0.063 0.016 -0.060 0.184
H 3.2108 -0.1993 -2.5271 -0.075 -0.146 0.063 0.243
C 1.1388 2.2704 -0.1421 0.639 -0.067 -0.059 -0.315
N -0.1939 1.7352 0.1021 -0.099 -0.599 0.722 -0.683
S -0.3628 0.7238 1.4315 -0.004 -0.290 -0.166 2.325
O 0.9488 0.2000 1.7328 0.023 0.063 -0.117 -0.968
O -1.0688 1.3720 2.4980 -0.184 0.031 -0.142 -0.932
C -1.3396 -0.6373 0.8042 0.221 0.322 0.207 -0.341
C -0.9728 -1.2323 -0.3874 0.090 -0.208 -0.113 -0.142
C -1.7038 -2.3115 -0.8545 0.156 0.043 0.048 -0.230
C -2.7852 -2.7831 -0.1260 -0.038 -0.033 0.050 -0.185
C -3.1369 -2.1836 1.0721 0.078 -0.065 -0.012 -0.209
C -2.4075 -1.1040 1.5440 0.034 0.092 0.162 -0.175
H -2.6519 -0.6116 2.4714 -0.123 0.029 0.110 0.244
H -3.9783 -2.5537 1.6372 -0.086 -0.014 0.055 0.225
H -3.3566 -3.6215 -0.4947 -0.064 -0.070 -0.035 0.221
H -1.4320 -2.7829 -1.7866 0.034 -0.025 -0.091 0.221
H -0.1360 -0.8374 -0.9402 0.105 0.021 -0.167 0.234
C -1.3119 2.6566 -0.0467 -0.429 0.229 0.032 -0.235
C -2.5774 1.8696 -0.2312 -0.415 0.248 -0.127 -0.075
C -2.7557 1.1204 -1.3889 -0.180 0.169 0.120 -0.129
C -3.8753 0.3282 -1.5528 -0.013 0.033 -0.006 -0.248
C -4.8287 0.2905 -0.5475 0.211 0.226 0.108 -0.031
C -4.6838 1.0530 0.5995 -0.118 -0.005 -0.100 -0.239
C -3.5559 1.8399 0.7521 0.000 0.111 -0.216 -0.178
H -3.4246 2.4176 1.6537 0.033 0.049 0.116 0.230
H -5.4407 1.0230 1.3672 -0.083 -0.034 0.067 0.230
Cl -6.2058 -0.7339 -0.7231 -0.211 -0.169 -0.022 0.010
H -4.0090 -0.2597 -2.4470 -0.028 -0.077 -0.069 0.231
H -2.0027 1.1531 -2.1617 0.130 -0.043 -0.114 0.216
H -1.1212 3.2675 -0.9325 0.065 -0.067 0.103 0.226
H -1.3956 3.3056 0.8346 -0.007 0.045 -0.183 0.208
H 1.0707 3.3062 -0.4776 -0.076 -0.156 0.024 0.233
H 1.7298 2.2323 0.7784 0.066 0.147 -0.138 0.227
```
Forces are in eV/Å.

***

The following is a DFT calculation (ωB97M-V/def2-TZVPD) of a molecular structure, C20H23ClPPmS.

Properties
<S²>: 6.0116
E_HOMO (spin up / spin down), eV: -14.265 / -14.263
Spin multiplicity: 5
Strongest force on any atom, eV/Å: 6.23
Frontier orbital gap (spin up / spin down), eV: 4.50 / 4.57
Total charge: +2
E, eV: -70294.7899

XYZ file:
```
47
Properties=species:S:1:pos:R:3:forces:R:3:mulliken_spin:R:1
Pm 0.2125 -0.1828 2.3369 6.066 -1.433 -0.099 4.069
Cl 2.8259 -0.6397 2.2844 -1.881 0.424 0.141 -0.038
P -0.1190 -0.1130 -0.4165 1.127 -0.289 -3.198 -0.012
C -0.7256 1.4143 -1.1961 -1.563 0.810 0.938 -0.005
C -1.9542 1.4705 -1.8769 -0.348 0.033 -0.739 0.000
C -2.4426 2.6737 -2.4283 0.098 -0.139 -0.007 0.000
C -1.7386 3.8636 -2.1975 0.504 0.364 0.298 -0.002
C -0.5715 3.8751 -1.3811 -0.779 -0.658 -0.614 0.002
C -0.1283 2.6415 -0.8710 1.259 0.959 0.531 0.002
C 1.5278 -0.3287 -1.2718 0.882 1.189 0.792 -0.002
C 2.2675 -1.4736 -0.9844 0.288 -1.313 0.726 0.002
C 3.5692 -1.6817 -1.4502 -0.068 1.103 -0.788 0.002
C 4.1639 -0.6480 -2.2391 0.180 -1.084 0.304 -0.002
C 3.4885 0.5455 -2.4657 -0.363 0.382 -0.241 0.001
C 2.1850 0.7198 -1.9475 0.332 -0.431 -0.364 -0.002
C -1.0252 -1.4540 -1.1933 -0.565 -0.137 -1.543 -0.002
C -1.6076 -2.4442 -0.4327 -1.023 -0.987 2.054 0.003
C -2.4390 -3.4547 -0.9367 0.246 0.439 -1.897 0.001
C -2.6283 -3.4614 -2.3685 -0.340 -0.877 1.757 0.000
C -2.0232 -2.5192 -3.1852 0.662 1.076 -0.487 0.000
C -1.2085 -1.5048 -2.6041 -0.849 -1.123 0.515 0.000
H 1.8480 -2.2441 -0.2989 0.157 0.440 -0.719 0.001
H 4.1168 -2.6151 -1.2452 -0.396 0.629 -0.058 0.000
H 5.1683 -0.8228 -2.6733 -0.747 0.242 0.392 0.000
H 3.9497 1.3605 -3.0871 -0.515 -0.953 0.828 0.000
H 1.7037 1.6697 -2.1255 -0.097 -0.075 -0.068 0.000
H -2.5395 0.5633 -2.0537 0.309 0.304 0.075 0.000
H -3.3635 2.6686 -3.0715 1.045 0.001 0.886 0.000
H -2.0929 4.8137 -2.6336 0.206 -0.656 0.254 0.000
H -0.0124 4.8172 -1.2138 -0.498 -0.828 0.034 0.000
H 0.7877 2.6624 -0.2258 -0.717 -0.093 -0.666 0.001
H -1.4829 -2.4345 0.6959 -0.005 0.055 -1.026 -0.002
H -2.9365 -4.2102 -0.2998 0.500 0.637 -0.462 0.000
H -3.2689 -4.2559 -2.7878 0.407 0.592 0.139 0.000
H -2.1940 -2.5257 -4.3069 0.304 -0.028 1.631 0.000
H -0.7760 -0.7569 -3.2399 0.247 0.220 -0.171 0.000
H -1.5327 0.8857 1.8938 -3.141 -3.859 -0.124 -0.001
H -1.8490 -0.2657 1.9853 -0.698 4.899 -0.814 -0.006
C -0.4781 -0.4492 6.6643 1.018 1.161 -0.783 -0.001
S -0.2080 -0.1289 4.8249 -0.864 -0.522 1.742 -0.007
C 1.0706 1.1683 4.7885 -0.022 -0.719 0.972 0.000
H -1.2304 -1.2475 6.7271 0.344 0.424 0.125 0.000
H -0.7871 0.5639 7.0220 -0.020 -1.165 0.080 -0.001
H 0.5463 -0.7121 7.0300 -1.109 -0.016 -0.093 0.000
H 0.6890 1.8989 5.4910 0.189 0.534 -0.216 -0.001
H 1.9741 0.6967 5.1615 0.276 0.270 -0.123 0.000
H 1.2692 1.6017 3.8034 -0.038 0.200 0.087 -0.001
```
Forces are in eV/Å.